No. 1
C6H10N2 | ωB97M-V with the def2-TZVPD basis set

ORCA input file:
```
! RIJCOSX wB97M-V def2-TZVPD def2/J DEFGRID3
* xyz 0 1
H -1.8257 3.0872 -0.9968
N -1.9917 2.8754 -0.0043
C -1.4049 1.7736 0.2193
C -0.7103 0.7810 -0.7963
C -0.2353 -0.3594 0.0813
C 0.6121 -1.5916 -0.4657
C 2.1016 -1.4922 -0.3176
C -0.5222 -0.0732 1.3535
N -1.1062 1.1330 1.4171
H 0.0481 1.3108 -1.3216
H -1.4436 0.4024 -1.6066
H 0.4031 -1.9061 -1.4994
H 0.3864 -2.4580 0.0807
H 2.4856 -0.6938 -1.0091
H 2.5208 -2.3888 -0.5610
H 2.3133 -1.3831 0.7492
H -0.3396 -0.4712 2.2987
H -1.2916 1.4539 2.3786
*
```

E_HOMO (eV): -7.764
LUMO energy (eV): 0.9
E_tot (eV): -9362.964
SMILES: [H]/N=C1\CC(CC)=CN1
Max |F| (eV/Å): 4.8
Energy relative to the best compared isomer or geometry (same formula, charge and spin) (eV): 1.473

Löwdin population analysis, charges in e, atoms 1 to 2:
1. H 0.047
2. N 0.098


No. 2
C10H17AlFINO3 | ωB97M-V with the def2-TZVPD basis set

ORCA input file:
```
! RIJCOSX wB97M-V def2-TZVPD def2/J DEFGRID3
* xyz 3 1
C -2.4215 1.4354 2.0157
C -2.6793 0.5929 0.7505
C -1.5738 0.7827 -0.3024
F -2.0899 1.2893 -1.4495
C -0.8282 -0.5063 -0.6709
O -1.4961 -1.4331 -1.4096
C -0.5682 -2.5277 -1.5869
O -0.6557 -3.3861 -2.3604
O 0.4468 -2.3308 -0.6681
C -0.1316 -1.4530 0.2894
I -1.5448 -2.8043 1.3195
C 0.7941 -0.8941 1.3062
C 1.9864 -0.4437 0.4572
C 1.8273 1.0413 0.1708
C 1.7873 1.2616 -1.3661
N 0.7809 0.3700 -2.0381
H -2.0343 0.8142 2.8186
H -1.7603 2.2762 1.8243
H -3.3817 1.8347 2.3388
H -3.6018 0.9171 0.2688
H -2.8504 -0.4318 1.0515
H -0.8216 1.4943 0.0313
H 0.0408 -0.0587 -1.5103
H 1.1025 -1.6380 2.0445
H 0.3098 -0.1112 1.8846
H 2.9390 -0.6195 1.0195
H 2.0633 -1.0243 -0.4538
H 0.9231 1.4511 0.6042
H 2.6439 1.6249 0.5874
H 2.7699 0.9929 -1.7531
H 1.5560 2.2976 -1.5901
H 0.2227 0.8278 -2.7661
H 1.1976 -0.4896 -2.3998
Al 5.0479 -1.1517 1.5422
*
```

E_HOMO (eV): -19.644
LUMO energy (eV): -14.1
E_tot (eV): -35657.797
Max |F| (eV/Å): 10.3

Löwdin population analysis, charges in e, atoms 1 to 2:
1. C -0.034
2. C -0.126


No. 3
C31H28Br2CoN5OS | ωB97M-V with the def2-TZVPD basis set

ORCA input file:
```
! RIJCOSX wB97M-V def2-TZVPD def2/J DEFGRID3
* xyz 1 2
Co -0.2834 -0.1528 -0.2385
N 8.0693 4.7717 2.7454
C 7.1241 4.2580 2.3429
C 5.9397 3.6136 1.8387
C 5.2839 4.1363 0.7270
C 4.1403 3.5201 0.2502
C 3.6494 2.3730 0.8693
C 4.3208 1.8484 1.9712
C 5.4563 2.4675 2.4634
C 2.4511 1.6766 0.3332
C 2.6342 0.4157 -0.2290
C 3.8663 -0.2354 -0.4744
C 3.5980 -1.2887 -1.3210
C 2.2131 -1.2564 -1.5468
N 1.6141 -0.2597 -0.8925
C 1.2427 2.3635 0.2608
C 1.0285 3.7195 0.6021
C -0.2561 4.0291 0.2178
C -0.7979 2.8444 -0.3054
N 0.0641 1.8276 -0.2713
H 5.6769 5.0168 0.2376
H 3.6364 3.9155 -0.6218
H 3.9446 0.9542 2.4522
H 5.9731 2.0672 3.3248
H 4.8277 0.0789 -0.1022
H 4.2955 -1.9901 -1.7483
H 1.6632 -1.9106 -2.2048
H 1.7534 4.3731 1.0586
H -0.7599 4.9793 0.2863
H -1.7844 2.7400 -0.7159
C -2.0346 0.7528 -2.7164
C -3.0413 0.7910 -1.5785
O -2.3783 0.5745 -0.3303
C -3.2749 0.6296 0.7925
C -3.5152 2.0302 1.3176
H -2.4645 0.2775 -3.5976
H -1.1454 0.1752 -2.4377
H -1.6824 1.7423 -3.0005
H -3.8056 0.0217 -1.7063
H -3.5582 1.7543 -1.5396
H -2.8225 0.0091 1.5619
H -4.2173 0.1586 0.4972
H -2.5851 2.5011 1.6334
H -4.1750 1.9655 2.1843
H -4.0012 2.6752 0.5840
Br -2.8195 -2.6270 2.3599
C -3.5999 -2.8607 0.6337
C -4.7295 -3.6650 0.5526
C -5.2735 -3.8681 -0.7012
C -4.6701 -3.2685 -1.7995
C -3.5494 -2.4907 -1.5870
N -3.0069 -2.2719 -0.3806
H -5.1507 -4.1132 1.4400
H -6.1490 -4.4923 -0.8207
H -5.0617 -3.3988 -2.7986
H -3.0513 -2.0157 -2.4264
S 0.2849 0.3698 3.1481
C -0.1292 0.0636 1.7297
Br 0.5231 -6.7932 -0.2636
C 0.2442 -4.9409 -0.2264
C 0.5431 -4.2080 0.9069
C 0.3384 -2.8404 0.8787
N -0.1327 -2.1919 -0.1869
C -0.4250 -2.9211 -1.2693
C -0.2573 -4.2859 -1.3417
H 0.9285 -4.6808 1.7983
H 0.5735 -2.2521 1.7519
H -0.8064 -2.3801 -2.1260
H -0.5073 -4.8219 -2.2457
*
```

E_HOMO (spin up / spin down) (eV): -10.228 / -10.220
LUMO energy (spin up / spin down) (eV): -3.5 / -3.5
E_tot (eV): -230638.812
<S²>: 0.773
Max |F| (eV/Å): 1.7
Energy relative to the best compared isomer or geometry (same formula, charge and spin) (eV): 0.938

Löwdin population analysis, charges in e, atoms 1 to 2:
1. Co 0.474
2. N 0.172


No. 4
C4H14NO | ωB97M-V with the def2-TZVPD basis set

ORCA input file:
```
! RIJCOSX wB97M-V def2-TZVPD def2/J DEFGRID3
* xyz 1 1
C -0.2639 -0.3158 -1.6137
C 0.2721 -0.9121 -0.3031
N -0.3905 -0.2795 0.8914
C -1.8725 -0.3139 0.8738
C 1.7617 -0.7650 -0.1463
H -0.1273 0.7738 -1.6359
H 0.3661 -0.7139 -2.4086
H -1.2849 -0.6012 -1.8249
H -0.0607 -1.9590 -0.2865
H -0.0552 0.6959 1.0064
H -0.0253 -0.7878 1.7003
H -2.2170 0.5168 0.2720
H -2.2342 -0.1929 1.8905
H -2.1919 -1.2847 0.5029
H 2.0775 0.2703 -0.2990
H 2.0819 -1.0031 0.8653
H 2.3371 -1.3902 -0.8272
H 1.1206 2.5912 -0.1266
H 0.1800 3.2686 0.8608
O 0.5264 2.4022 0.6084
*
```

E_HOMO (eV): -16.288
LUMO energy (eV): -2.9
E_tot (eV): -7906.854
Max |F| (eV/Å): 1.2
Energy relative to the best compared isomer or geometry (same formula, charge and spin) (eV): 0.100

Löwdin population analysis, charges in e, atoms 1 to 2:
1. C -0.033
2. C -0.380


No. 5
C2H4N2S3 | ωB97M-V with the def2-TZVPD basis set

ORCA input file:
```
! RIJCOSX wB97M-V def2-TZVPD def2/J DEFGRID3
* xyz 0 1
C -1.1189 -0.8589 0.5736
C 1.4578 0.7067 0.1148
H -1.6772 2.0794 -1.4600
H -2.0369 -1.1755 1.0319
H 1.9215 -1.5325 -0.2126
H 1.0230 1.1899 1.0868
N -0.9350 0.1826 -0.2213
N 1.3080 -0.6992 0.1906
S -2.4067 0.3224 -1.2051
S 0.2459 -1.5223 1.3190
S 2.2183 1.3075 -1.2179
*
```

E_HOMO (eV): -8.635
LUMO energy (eV): -0.8
E_tot (eV): -37619.556
Max |F| (eV/Å): 5.6
Energy relative to the best compared isomer or geometry (same formula, charge and spin) (eV): 4.868

Löwdin population analysis, charges in e, atoms 1 to 2:
1. C -0.692
2. C -0.807


No. 6
C20H22N4O5PdS | ωB97M-V with the def2-TZVPD basis set

ORCA input file:
```
! RIJCOSX wB97M-V def2-TZVPD def2/J DEFGRID3
* xyz -2 3
Pd 0.6242 0.1069 -0.3698
C 4.6198 -0.4660 6.0295
C 4.1678 -1.0577 4.7177
C 4.2173 -2.4267 4.4989
C 3.8092 -2.9678 3.2785
C 3.3580 -2.1294 2.2777
C 3.3020 -0.7521 2.4781
C 3.7024 -0.2299 3.6957
S 2.7678 -2.7539 0.6967
O 2.7904 -4.2026 0.8233
O 3.6427 -2.1830 -0.2939
N 1.3462 -2.1022 0.5637
C 0.2547 -2.5534 1.2706
C 0.1787 -3.6865 2.1158
C -1.0077 -3.9663 2.7583
C -2.1216 -3.1496 2.5750
C -1.9542 -2.0577 1.7390
N -0.8215 -1.7637 1.1201
H 4.6003 -1.2085 6.8298
H 3.9832 0.3681 6.3286
H 5.6425 -0.0856 5.9527
H 4.5630 -3.0866 5.2894
H 3.8273 -4.0361 3.1045
H 2.9164 -0.0855 1.7170
H 3.6259 0.8422 3.8400
H 1.0309 -4.3338 2.2364
H -1.0613 -4.8333 3.4095
H -3.0697 -3.3385 3.0618
H -2.7714 -1.3622 1.5635
C -2.9831 4.2596 1.6059
N -1.6315 3.7600 1.6639
C -0.6741 4.3506 2.4400
C 0.5712 3.8694 2.4812
C 0.9022 2.6643 1.6829
O 2.0473 2.2025 1.7580
N -0.0649 2.1297 0.8944
C -1.3192 2.6222 0.8689
O -2.2517 2.1646 0.2073
H -3.0320 5.1768 2.1961
H -3.6928 3.5321 2.0054
H -3.2761 4.4664 0.5766
H -0.9940 5.2159 3.0121
H 1.3418 4.3174 3.0902
C -1.4959 0.6155 -2.7592
O -0.2151 0.5279 -3.3329
C 0.8359 0.4523 -2.3731
C 2.1272 0.3965 -3.1306
H -1.9217 -0.3798 -2.5621
H -2.1559 1.1366 -3.4646
H -1.4928 1.1683 -1.8156
H 1.9669 0.6439 -4.1898
H 2.6203 -0.5881 -3.0944
H 2.8670 1.1085 -2.7403
*
```

E_HOMO (spin up / spin down) (eV): 1.470 / -0.907
LUMO energy (spin up / spin down) (eV): 4.6 / 4.6
E_tot (eV): -51608.352
<S²>: 2.007
Max |F| (eV/Å): 0.6
Energy relative to the best compared isomer or geometry (same formula, charge and spin) (eV): 0.000

Löwdin population analysis, charges in e, atoms 1 to 2:
1. Pd 0.603
2. C -0.074


No. 7
C52H55BrNO2P2PtSi2 | ωB97M-V with the def2-TZVPD basis set

ORCA input file:
```
! RIJCOSX wB97M-V def2-TZVPD def2/J DEFGRID3
* xyz -1 3
Pt -0.3374 -0.1281 0.2728
C -2.4616 -0.5029 3.4672
Si -1.0132 0.1808 2.5131
C -1.4522 2.0234 2.5163
C -1.6536 2.6754 3.7454
C -2.4984 3.7721 3.7996
C -3.0680 4.2688 2.6143
C -2.7017 3.7579 1.3867
C -1.8495 2.6428 1.3189
P -1.3880 1.9947 -0.2711
C -0.2942 3.1387 -1.0950
C 0.1267 4.2434 -0.3682
C 0.7931 5.2675 -1.0381
C 1.0330 5.1716 -2.4098
C 0.5798 4.0535 -3.0942
C -0.0357 2.9897 -2.4514
C -2.9706 1.9866 -1.1493
C -3.1236 2.4934 -2.4564
C -4.3508 2.3767 -3.1451
C -5.4737 1.8484 -2.4874
C -5.3108 1.3158 -1.1773
C -4.0709 1.4325 -0.5088
C 0.4409 -0.1905 3.5935
C 0.3026 -0.2324 5.0144
C 1.3602 -0.6774 5.8247
C 2.5365 -1.1151 5.1912
C 2.6862 -1.0263 3.7969
C 1.6503 -0.5186 3.0064
P 1.8913 -0.0262 1.2775
C 2.8130 1.5053 1.5787
C 4.1856 1.4516 1.8403
C 4.8968 2.6497 1.9630
C 4.2236 3.8748 1.9359
C 2.8543 3.9073 1.7795
C 2.0993 2.7170 1.6523
C 3.0931 -1.2185 0.5727
C 4.0785 -0.7608 -0.3513
C 5.0518 -1.7005 -0.8162
C 4.9140 -3.0675 -0.5574
C 3.8712 -3.5072 0.2624
C 2.9689 -2.5800 0.8528
H -2.4620 -0.0260 4.5109
H -2.4820 -1.5865 3.5873
H -3.4160 -0.2584 3.0324
H -1.2236 2.2659 4.6716
H -2.7273 4.1931 4.7773
H -3.7103 5.1279 2.6079
H -3.0620 4.1558 0.4686
H -0.0495 4.3041 0.7064
H 1.1269 6.1801 -0.4986
H 1.6224 5.9154 -2.9279
H 0.7716 3.9269 -4.1401
H -0.3290 2.0941 -2.9877
H -2.2969 3.0409 -2.9241
H -4.4233 2.6780 -4.1626
H -6.4468 1.8695 -2.9407
H -6.1444 0.8528 -0.6538
H -3.9404 1.0970 0.5133
H -0.6851 0.0282 5.4318
H 1.3261 -0.7032 6.8991
H 3.4132 -1.5169 5.7336
H 3.6390 -1.2451 3.3046
H 4.7204 0.5177 1.9191
H 5.9650 2.6093 2.1380
H 4.7408 4.8190 2.1009
H 2.3294 4.8843 1.7921
H 1.0184 2.7338 1.6392
H 4.1264 0.3223 -0.5960
H 5.8462 -1.2736 -1.3856
H 5.6575 -3.7661 -0.8765
H 3.7893 -4.5319 0.5608
H 2.1441 -2.9412 1.4878
C -3.3493 -2.0949 0.4558
Si -1.5809 -2.3422 -0.1042
C -1.8849 -2.8013 -1.9952
C -0.5526 -2.9287 -2.7364
C -2.6285 -4.0846 -2.1841
C -2.6146 -1.5864 -2.5432
C -1.1746 -4.0507 0.8822
C -2.3874 -4.9512 1.0911
C -0.7291 -3.5702 2.2675
C -0.0863 -4.8141 0.2083
H -3.9725 -2.9225 0.1137
H -3.7704 -1.1498 0.1045
H -3.4593 -2.0647 1.5300
H 0.0328 -3.8333 -2.4181
H 0.1043 -2.0714 -2.5845
H -0.7270 -3.0369 -3.7874
H -1.9715 -4.9332 -1.9427
H -2.9547 -4.2046 -3.2373
H -3.5312 -4.1589 -1.5449
H -2.0226 -0.6791 -2.4645
H -3.5867 -1.4378 -2.0763
H -2.8112 -1.6970 -3.6401
H -3.1844 -4.4346 1.6686
H -2.0739 -5.8868 1.6088
H -2.8438 -5.1946 0.1330
H -1.5789 -3.2044 2.8629
H -0.0058 -2.7453 2.1382
H -0.2540 -4.4283 2.7634
H -0.4704 -5.2579 -0.7242
H 0.2222 -5.6743 0.7825
H 0.7966 -4.2091 -0.0787
Br 2.3049 -1.9886 -6.9476
C 2.6616 -0.5450 -5.7686
C 3.4895 0.5662 -6.0778
N 3.6114 1.5809 -5.2192
C 2.9989 1.4667 -4.0344
C 2.0806 0.4863 -3.6586
C 1.9075 -0.5455 -4.5962
C 1.5910 0.5492 -2.2522
O 2.2273 1.2681 -1.4432
O 0.4790 -0.0827 -2.0080
H 3.9780 0.6144 -7.0370
H 3.2449 2.2272 -3.2860
H 1.2406 -1.4032 -4.4088
*
```

E_HOMO (spin up / spin down) (eV): -1.548 / -4.393
LUMO energy (spin up / spin down) (eV): 2.4 / 1.2
E_tot (eV): -168026.583
<S²>: 2.011
Max |F| (eV/Å): 3.1
Energy relative to the best compared isomer or geometry (same formula, charge and spin) (eV): 0.592

Löwdin population analysis, charges in e, atoms 1 to 2:
1. Pt 0.545
2. C -0.210